15
Properties=species:S:1:pos:R:3 method="wB97M-V/def2-TZVPD" homo_lumo_gap_ev=8.18 e_homo_ha=-0.2814 multiplicity=1
C -0.962 -1.927 0.063
N -0.634 -1.004 1.107
N 1.973 1.252 -0.277
C -0.962 1.089 -0.140
C 0.199 -0.009 0.846
C 0.852 0.459 -0.374
O -1.689 0.741 -1.031
H 2.160 1.706 0.606
H 2.211 1.819 -1.077
H -1.159 1.956 0.510
H 0.509 0.556 1.727
H 0.732 -0.100 -1.295
H -1.265 -2.871 0.520
H -0.146 -2.107 -0.659
H -1.818 -1.559 -0.526

=====

16
Properties=species:S:1:pos:R:3 method="wB97M-V/def2-TZVPD" homo_lumo_gap_ev=9.58 e_homo_ha=-0.4952 smiles="N[C@@H](C=[NH2+])CC=O" multiplicity=1 total_charge=+1
N -1.211 1.419 -0.469
C -0.389 0.539 0.238
C -0.390 -1.118 -0.444
N -1.061 -1.992 0.317
C 0.963 1.140 0.506
C 1.898 0.103 0.008
O 1.533 -0.952 -0.470
H -0.866 2.076 -1.079
H -2.001 0.899 -0.709
H -0.838 0.188 1.170
H -0.619 -1.315 -1.461
H -1.089 -1.947 1.327
H -1.219 -2.883 -0.081
H 1.097 1.447 1.567
H 1.213 1.995 -0.132
H 2.978 0.402 -0.289

=====

9
Properties=species:S:1:pos:R:3 method="wB97M-V/def2-TZVPD" homo_lumo_gap_ev="2.97 / 10.78" e_homo_ha="0.0368 / -0.2503" multiplicity=2 total_charge=-1
O 1.374 -0.501 -2.304
H 2.095 -1.048 -1.994
H 0.934 -0.209 -1.506
O 0.825 -0.612 0.523
H 0.131 -0.102 0.940
H 1.474 -0.743 1.214
O -2.017 0.860 1.243
H -2.165 0.863 0.297
H -2.651 1.489 1.587

=====

33
Properties=species:S:1:pos:R:3 method="wB97M-V/def2-TZVPD" homo_lumo_gap_ev=10.62 e_homo_ha=-0.4984 smiles="CC(=O)[C@@]1(C(C)(C)C)[NH2+]CC(=O)N1C" multiplicity=1 total_charge=+1
C 0.118 1.938 -1.885
C -0.313 1.882 -0.483
O -0.611 2.868 0.119
C -0.455 0.453 0.228
C 0.912 -0.360 0.358
C 1.833 0.337 1.350
C 1.811 -0.662 -0.852
C 0.528 -1.632 1.038
N -0.906 0.745 1.567
C -2.420 0.680 1.552
C -2.686 -0.203 0.347
O -3.720 -0.793 0.164
N -1.596 -0.288 -0.425
C -1.793 -0.955 -1.735
H -0.042 0.910 -2.294
H 1.204 2.173 -1.864
H -0.341 2.695 -2.405
H 2.888 -0.086 1.358
H 1.444 0.399 2.473
H 1.757 1.401 0.971
H 2.367 -1.463 -0.636
H 1.426 -0.894 -1.776
H 2.527 0.191 -1.092
H 1.212 -2.372 0.879
H -0.361 -2.148 0.565
H 0.544 -1.607 2.158
H -0.736 1.680 1.884
H -0.517 -0.074 2.203
H -2.723 1.718 1.388
H -2.878 0.278 2.383
H -1.175 -1.884 -1.813
H -2.911 -1.175 -1.819
H -1.700 -0.348 -2.623

=====

122
Properties=species:S:1:pos:R:3 method="wB97M-V/def2-TZVPD" homo_lumo_gap_ev="8.91 / 3.12" e_homo_ha="-0.3942 / -0.3942" multiplicity=2 total_charge=+1
C -7.324 -3.719 -31.225
C -5.921 -3.831 -30.704
C -5.454 -2.610 -29.991
O -5.072 -1.735 -30.970
C -5.280 -0.340 -30.711
N -5.903 -4.916 -29.779
H -8.064 -3.187 -30.626
H -7.777 -4.710 -31.259
H -7.351 -3.427 -32.275
H -5.317 -4.032 -31.589
H -4.628 -2.777 -29.300
H -6.300 -2.237 -29.414
H -4.609 -0.016 -29.916
H -6.310 -0.117 -30.433
H -5.045 0.260 -31.591
H -6.795 -5.338 -29.995
H -5.205 -5.525 -30.181
C -10.014 -13.613 -37.257
C -10.077 -13.154 -35.770
C -10.498 -11.682 -35.510
O -10.470 -11.314 -34.141
C -9.176 -10.730 -33.752
N -11.169 -13.930 -35.189
H -10.689 -13.174 -37.992
H -10.042 -14.698 -37.354
H -9.031 -13.362 -37.655
H -9.090 -13.336 -35.343
H -11.501 -11.494 -35.893
H -9.825 -11.114 -36.152
H -8.953 -9.819 -34.307
H -8.393 -11.362 -34.173
H -8.811 -10.492 -32.753
H -11.270 -13.617 -34.234
H -12.032 -13.600 -35.598
C -7.427 -12.894 -31.382
O -8.244 -13.776 -31.573
N -6.274 -12.722 -32.032
N -7.498 -11.854 -30.566
H -6.455 -13.045 -32.972
H -5.851 -11.805 -32.006
H -8.241 -11.709 -29.898
H -6.805 -11.146 -30.761
C -5.533 -9.836 -26.843
O -5.469 -9.417 -27.971
N -4.870 -10.843 -26.417
N -6.321 -9.367 -25.916
H -4.280 -11.338 -27.070
H -4.986 -11.283 -25.515
H -7.132 -8.880 -26.270
H -6.130 -9.878 -25.067
C -1.860 -7.022 -29.317
O -1.170 -7.247 -30.291
N -1.483 -6.949 -28.105
N -3.120 -6.736 -29.425
H -0.559 -7.290 -27.884
H -2.239 -6.918 -27.436
H -3.528 -7.089 -30.279
H -3.546 -6.782 -28.510
C -10.835 -6.941 -34.576
O -11.629 -6.616 -35.403
N -11.145 -7.834 -33.688
N -9.707 -6.333 -34.368
H -10.701 -8.071 -32.812
H -12.011 -8.261 -33.983
H -9.341 -5.741 -35.100
H -9.115 -6.786 -33.686
C -11.562 -9.068 -26.732
O -11.672 -8.178 -26.038
N -12.406 -10.049 -26.851
N -10.485 -9.264 -27.299
H -13.272 -10.079 -26.332
H -12.310 -10.636 -27.667
H -10.485 -9.962 -28.028
H -9.726 -8.638 -27.069
C -9.321 -12.281 -27.530
O -9.399 -11.510 -28.451
N -8.269 -12.774 -27.082
N -10.315 -12.680 -26.851
H -8.273 -13.544 -26.428
H -7.365 -12.503 -27.442
H -11.097 -12.047 -26.932
H -10.098 -13.301 -26.084
C -7.669 -8.174 -30.919
O -8.412 -7.971 -31.837
N -6.610 -7.518 -30.658
N -7.950 -8.888 -29.913
H -6.419 -6.912 -31.444
H -6.004 -7.901 -29.947
H -8.830 -9.376 -30.008
H -7.492 -8.844 -29.014
C -8.128 -6.848 -27.534
O -8.396 -7.693 -26.673
N -6.884 -6.591 -27.868
N -9.029 -6.018 -27.953
H -6.126 -7.136 -27.481
H -6.602 -5.727 -28.307
H -8.765 -5.043 -27.980
H -9.876 -6.348 -27.514
C -6.074 -9.560 -35.465
O -6.435 -9.598 -36.646
N -5.799 -10.623 -34.674
N -5.882 -8.410 -34.886
H -5.418 -10.381 -33.771
H -5.974 -11.570 -34.980
H -5.682 -8.407 -33.896
H -6.031 -7.653 -35.537
C -3.652 -9.977 -32.008
O -4.832 -10.158 -32.181
N -3.173 -9.613 -30.790
N -2.754 -9.919 -32.965
H -3.868 -9.514 -30.064
H -2.212 -9.370 -30.598
H -2.081 -9.201 -32.740
H -3.133 -9.833 -33.898
C -3.521 -6.093 -33.170
O -4.489 -6.328 -32.483
N -3.572 -5.966 -34.449
N -2.310 -5.998 -32.835
H -4.459 -6.013 -34.930
H -2.693 -5.787 -34.913
H -2.212 -6.152 -31.842
H -1.529 -5.912 -33.471

=====

100
Properties=species:S:1:pos:R:3 method="wB97M-V/def2-TZVPD" homo_lumo_gap_ev="6.24 / 6.54" e_homo_ha="-0.3408 / -0.3526" multiplicity=5 total_charge=+1
Fe 1.480 0.275 1.537
N 2.592 -1.582 0.930
C 1.881 -2.807 1.288
C 2.811 -4.030 1.230
C 2.240 -5.425 1.502
C 1.018 -5.791 0.661
N -0.130 -5.070 1.194
C -1.231 -4.780 0.546
N -1.506 -5.303 -0.666
N -2.098 -3.918 1.097
C 1.193 -2.548 2.649
O 0.443 -3.443 3.116
O 1.397 -1.431 3.161
H 2.909 -1.590 -0.034
H 3.423 -1.480 1.506
H 1.078 -2.930 0.555
H 3.639 -3.856 1.923
H 3.248 -4.034 0.225
H 1.977 -5.530 2.556
H 3.026 -6.152 1.297
H 0.847 -6.870 0.705
H 1.186 -5.516 -0.388
H 0.066 -4.493 2.074
H -1.014 -6.125 -0.967
H -2.404 -5.127 -1.086
H -1.773 -3.353 1.873
H -2.877 -3.570 0.562
C 2.976 4.127 2.067
N 2.968 3.825 0.649
C 2.660 4.713 -0.359
C 2.831 4.044 -1.521
N 3.243 2.762 -1.231
B 3.758 1.824 -2.375
N 3.342 0.311 -2.256
C 4.185 -0.679 -2.711
C 3.505 -1.845 -2.752
N 2.228 -1.563 -2.296
C 1.113 -2.484 -2.268
C 2.148 -0.235 -1.996
S 0.794 0.514 -1.283
C 3.312 2.638 0.100
S 3.730 1.235 1.001
H 2.307 4.966 2.246
H 3.983 4.384 2.395
H 2.638 3.259 2.626
H 2.359 5.725 -0.156
H 2.710 4.370 -2.538
H 3.282 2.261 -3.396
H 4.964 1.832 -2.388
H 5.204 -0.458 -2.974
H 3.799 -2.831 -3.063
H 1.492 -3.496 -2.131
H 0.547 -2.435 -3.199
H 0.451 -2.209 -1.448
S -0.987 -0.604 1.527
C -1.833 0.626 0.795
N -3.108 0.531 0.430
C -3.734 1.579 -0.376
C -2.717 2.103 -1.359
N -1.537 2.553 -0.632
C -0.793 3.658 -1.247
C -1.506 4.976 -1.082
C -1.823 5.449 0.190
C -2.478 6.660 0.341
C -2.819 7.414 -0.776
C -2.505 6.949 -2.043
C -1.854 5.731 -2.194
C -1.131 1.932 0.463
S 0.113 2.460 1.429
C -3.894 -0.662 0.709
C -3.948 -1.601 -0.477
C -2.840 -1.764 -1.312
C -2.890 -2.663 -2.368
C -4.038 -3.414 -2.598
C -5.144 -3.248 -1.776
C -5.101 -2.338 -0.728
H -4.109 2.381 0.266
H -4.573 1.135 -0.909
H -3.123 2.956 -1.902
H -2.431 1.328 -2.078
H -0.687 3.409 -2.306
H 0.202 3.671 -0.806
H -1.545 4.868 1.063
H -2.718 7.024 1.332
H -3.327 8.361 -0.656
H -2.767 7.532 -2.917
H -1.607 5.369 -3.186
H -4.900 -0.356 1.002
H -3.430 -1.151 1.566
H -1.936 -1.190 -1.140
H -2.032 -2.768 -3.021
H -4.079 -4.107 -3.428
H -6.048 -3.814 -1.960
H -5.970 -2.206 -0.095
C 1.988 0.379 6.215
C 1.889 0.826 4.836
N 1.789 1.168 3.748
H 1.030 0.514 6.713
H 2.754 0.947 6.739
H 2.248 -0.679 6.221

=====

47
Properties=species:S:1:pos:R:3 method="wB97M-V/def2-TZVPD" homo_lumo_gap_ev=6.13 e_homo_ha=-0.1465 multiplicity=1 total_charge=-1
C 1.104 -0.882 2.620
C 2.205 -0.650 1.603
F 2.689 -1.896 1.223
C 3.456 0.070 2.103
O 4.396 0.099 1.008
C 4.413 1.336 0.455
O 4.786 1.616 -0.627
O 3.970 2.241 1.373
C 3.384 1.578 2.481
S 1.752 2.351 2.689
P 4.431 1.990 3.960
O 5.089 3.309 3.974
H 0.265 -0.207 2.454
H 1.456 -0.769 3.652
H 0.745 -1.904 2.488
H 1.833 -0.165 0.696
H 3.941 -0.552 2.862
H 1.188 1.442 3.487
H 3.524 1.732 5.004
H 5.314 0.888 4.027
C -0.825 1.687 0.289
Si -1.263 0.628 -1.226
C 0.343 -0.341 -1.579
C -1.431 1.865 -2.660
N -2.594 -0.301 -0.902
Si -3.391 -1.412 -1.840
C -2.354 -2.915 -2.386
C -4.148 -0.731 -3.449
C -4.858 -2.157 -0.892
H 0.060 2.307 0.117
H -1.656 2.343 0.559
H -0.624 1.029 1.139
H 1.231 0.304 -1.566
H 0.312 -0.827 -2.558
H 0.472 -1.128 -0.829
H -2.361 2.428 -2.551
H -1.458 1.352 -3.626
H -0.600 2.579 -2.689
H -1.601 -2.635 -3.128
H -2.976 -3.701 -2.828
H -1.834 -3.339 -1.523
H -4.721 0.174 -3.233
H -4.821 -1.455 -3.922
H -3.375 -0.475 -4.179
H -5.555 -1.366 -0.602
H -4.506 -2.647 0.019
H -5.406 -2.894 -1.488

=====

94
Properties=species:S:1:pos:R:3 method="wB97M-V/def2-TZVPD" homo_lumo_gap_ev="5.39 / 6.26" e_homo_ha="-0.2229 / -0.2282" multiplicity=1
Pb 2.243 -1.119 -0.302
Cl 4.108 0.782 -0.321
P 0.080 1.250 -0.941
C 3.625 -2.409 -0.811
H 3.143 -3.406 -0.747
H 4.552 -2.249 -0.297
C -1.537 1.739 -0.155
C -0.262 0.758 -2.714
C -2.536 0.571 -0.221
H -1.244 1.882 0.903
C -3.757 0.870 0.658
H -2.868 0.429 -1.261
H -2.065 -0.374 0.093
C -4.411 2.215 0.307
H -4.488 0.058 0.555
H -3.436 0.888 1.709
C -3.405 3.371 0.231
H -4.924 2.121 -0.660
H -5.179 2.452 1.052
C -2.174 3.043 -0.629
H -3.892 4.271 -0.166
H -3.058 3.613 1.246
H -2.482 2.959 -1.679
H -1.466 3.881 -0.573
C 1.187 2.760 -0.994
C -1.362 1.529 -3.438
H 0.693 0.970 -3.234
C -1.381 1.133 -4.922
H -2.340 1.299 -2.991
H -1.215 2.616 -3.359
C -1.532 -0.382 -5.125
H -2.196 1.666 -5.426
H -0.442 1.469 -5.383
C -0.569 -1.210 -4.265
H -2.564 -0.670 -4.885
H -1.374 -0.623 -6.182
C -0.541 -0.757 -2.797
H -0.844 -2.269 -4.313
H 0.446 -1.123 -4.677
H -1.512 -0.972 -2.324
H 0.209 -1.346 -2.241
C 1.214 3.476 0.365
H 2.196 2.318 -1.141
C 2.260 4.598 0.353
H 0.222 3.898 0.587
H 1.448 2.763 1.170
C 2.060 5.576 -0.813
H 2.221 5.139 1.306
H 3.257 4.143 0.276
C 1.901 4.878 -2.169
H 1.170 6.188 -0.616
H 2.911 6.264 -0.860
C 0.895 3.723 -2.147
H 1.592 5.603 -2.930
H 2.874 4.478 -2.482
H -0.123 4.131 -2.036
H 0.925 3.198 -3.113
C 1.717 -0.925 2.059
C 2.593 -1.900 1.881
H 0.445 -1.023 1.897
C 4.027 -1.705 2.228
H 2.376 -2.889 1.518
C 4.156 -0.974 3.598
H 4.638 -2.604 2.366
H 4.599 -1.043 1.559
C 3.484 0.439 3.469
H 3.551 -1.527 4.365
H 5.214 -0.811 3.913
C 2.031 0.213 3.034
H 3.542 0.971 4.451
H 4.019 1.089 2.734
H 1.452 0.000 4.000
H 1.675 1.167 2.592
C -1.193 -4.978 0.126
C -1.359 -3.878 1.166
C -2.840 -3.469 1.181
O -0.565 -2.734 0.754
B -0.157 -2.159 1.942
O -0.373 -2.878 3.089
C -0.809 -4.181 2.616
C -1.800 -4.699 3.650
C 0.427 -5.109 2.602
H -1.564 -4.655 -0.862
H -1.792 -5.851 0.418
H -0.148 -5.299 0.011
H -3.123 -3.035 0.211
H -3.453 -4.365 1.339
H -3.048 -2.746 1.978
H -2.170 -5.699 3.385
H -1.301 -4.779 4.628
H -2.665 -4.033 3.776
H 1.192 -4.742 1.900
H 0.839 -5.116 3.621
H 0.128 -6.131 2.334

=====

One value per record, in order, for total energy: -341.84209; -342.23599; -229.27575; -652.12030; -3055.65673; -4957.96317; -2208.99107; -2384.95922 a.u..
One value per record, in order, for max |F|: 2.87; 4.35; 1.52; 4.67; 11.05; 0.27; 0.53; 6.99 eV/Å.